[1]
Below is C17H20Br2GdN2 as an isolated structure, with properties calculated with the ωB97M-V functional and the def2-TZVPD basis.

Output
HOMO-LUMO gap (spin up / spin down): 6.81 / 5.13 eV
total energy: -181819.5453 eV
E_LUMO (spin up / spin down): -0.4103 / -0.4722 Eh
HOMO level (spin up / spin down): -0.66042 / -0.66066 Eh
spin multiplicity: 8
net charge: +3

Structure (XYZ):
```
42
C17H20Br2GdN2 | OMol25 | the ωB97M-V functional and the def2-TZVPD basis
C 0.7630 1.2277 3.8355
C -0.5587 1.6620 3.2048
C -1.6498 0.5920 3.2610
C -1.3462 -0.6043 2.3251
C -2.3169 -0.6533 1.1437
C -1.8197 -1.4328 -0.1089
C -0.3700 -1.2881 -0.4015
C 0.5083 -2.2618 0.1212
C 1.8529 -2.1938 -0.0840
C 2.4239 -1.1046 -0.8502
N 3.7460 -1.0668 -1.0168
C 4.2114 -0.0423 -1.7109
C 3.3544 0.9608 -2.2787
N 2.0609 0.9189 -2.1509
C 1.5602 -0.1216 -1.4137
C 0.1839 -0.2184 -1.2081
C -0.6616 0.8000 -1.8885
Br -1.4418 2.1477 -0.8114
C -0.8253 0.7668 -3.2062
C -0.3530 -0.2399 -4.2038
Br -1.7602 2.2607 -4.0489
H 1.2421 0.4184 3.2795
H 1.4503 2.0701 3.8919
H 0.6044 0.8711 4.8537
H -0.9023 2.5588 3.7229
H -0.3756 1.9598 2.1613
H -2.5894 1.0586 2.9534
H -1.7423 0.2450 4.2885
H -0.3105 -0.4998 1.9969
H -1.4593 -1.5149 2.9132
H -3.2094 -1.1858 1.4767
H -2.6616 0.3441 0.8703
H -2.0276 -2.4958 0.0115
H -2.3796 -1.1053 -0.9917
H 0.1020 -3.0763 0.7052
H 2.5214 -2.9453 0.3210
H 5.2842 0.0211 -1.8602
H 3.7924 1.7795 -2.8377
H -0.9715 -0.2397 -5.0972
H 0.6596 0.0277 -4.5193
H -0.3378 -1.2291 -3.7500
Gd -4.2510 2.8287 -2.8985
```



[2]
Below is C17H20Br3N3O4Tl as an isolated structure, with properties calculated with the ωB97M-V functional and the def2-TZVPD basis.

Output
HOMO-LUMO gap (spin up / spin down): 5.93 / 5.93 eV
total energy: -245429.2080 eV
E_LUMO (spin up / spin down): -0.1892 / -0.1878 Eh
HOMO level (spin up / spin down): -0.40725 / -0.40583 Eh
net charge: +1

Structure (XYZ):
```
48
C17H20Br3N3O4Tl | OMol25 | the ωB97M-V functional and the def2-TZVPD basis
Tl 0.4628 0.6670 -1.2000
C -1.5405 4.8373 0.8448
N -1.3011 3.6607 1.6739
C -1.1403 3.8815 3.1064
C -1.1195 2.4678 1.1037
O -1.1701 2.2852 -0.1188
C -0.8049 1.2945 2.0288
O -0.7524 0.0833 1.3133
C -1.9458 -0.6606 1.2649
C -2.2719 -1.1031 -0.1545
O -1.5329 -0.8484 -1.1074
N -3.3916 -1.8236 -0.2933
C -3.7858 -2.3018 -1.6150
C -4.2705 -2.1513 0.8224
H -2.4935 5.2924 1.1140
H -1.5641 4.5415 -0.1980
H -0.7440 5.5667 0.9942
H -1.5049 4.8779 3.3401
H -0.0931 3.8208 3.4085
H -1.7188 3.1713 3.6944
H -1.5352 1.2374 2.8393
H 0.1841 1.4448 2.4666
H -2.7912 -0.1089 1.6851
H -1.8078 -1.5680 1.8634
H -3.1908 -1.7997 -2.3703
H -4.8394 -2.0808 -1.7797
H -3.6310 -3.3791 -1.6914
H -3.7205 -2.5699 1.6644
H -4.9805 -2.9015 0.4859
H -4.8348 -1.2812 1.1640
Br 4.2685 1.0990 2.8869
C 3.9734 -0.4384 1.8785
C 4.8453 -1.5035 1.9627
C 4.6267 -2.6490 1.2151
Br 5.8438 -4.0531 1.3934
C 3.4947 -2.7804 0.3420
C 3.2207 -3.9191 -0.4333
C 2.0846 -3.9547 -1.2009
C 1.2497 -2.8343 -1.2237
N 1.4988 -1.7500 -0.5135
C 2.5831 -1.7166 0.2673
C 2.7934 -0.4725 1.0403
O 1.9962 0.4664 0.9803
H 5.7066 -1.4451 2.6128
H 3.9104 -4.7516 -0.4275
H 1.8413 -4.8238 -1.7950
H 0.3631 -2.8023 -1.8458
Br 1.0064 -0.3985 -3.8413
```



[3]
Below is one molecule with the formula C17H20BrN5O2, with properties calculated with the ωB97M-V functional and the def2-TZVPD basis.

Output
HOMO-LUMO gap: 8.25 eV
structure (SMILES): Cc1[nH][nH]c(=O)c1C(c1ccc(N(C)C)c(Br)c1)c1c(C)[nH][nH]c1=O
total energy: -99539.4938 eV
E_LUMO: 0.0261 Eh
relative energy (zero: lowest compared OMol25 entry of this formula, charge and spin): 0.00 kcal/mol
HOMO level: -0.27719 Eh
net charge: 0

Structure (XYZ):
```
45
C17H20BrN5O2 | OMol25 | the ωB97M-V functional and the def2-TZVPD basis
C 2.9124 1.8095 -0.8895
C 1.4812 2.2312 -0.7899
N 1.1300 3.5478 -0.8279
N -0.2637 3.5814 -0.5841
C -0.7437 2.3203 -0.5841
O -1.9439 2.0818 -0.4554
C 0.3798 1.4104 -0.6429
C 0.2912 -0.0752 -0.6140
C 0.0949 -0.4636 0.8608
C -1.2053 -0.3774 1.3837
C -1.4122 -0.6675 2.7385
C -0.3679 -1.0524 3.5977
N -0.6730 -1.2756 4.9477
C -1.8906 -2.0119 5.3514
C 0.0304 -0.5830 6.0093
C 0.9267 -1.0193 3.0582
Br 2.4381 -1.4097 4.1246
C 1.1721 -0.7734 1.7090
C -0.7360 -0.5978 -1.6123
C -1.5363 -1.7460 -1.6356
C -1.6966 -2.8684 -0.6256
N -2.2461 -1.7941 -2.8490
N -1.9451 -0.5612 -3.5448
C -0.9573 0.0870 -2.8650
O -0.1898 0.8374 -3.4166
H 3.0088 0.7390 -1.0494
H 3.4098 2.2990 -1.7565
H 3.4466 2.1061 0.0627
H 1.7727 4.2141 -0.3754
H -0.8613 4.2533 -1.0807
H 1.2383 -0.5158 -0.8993
H -2.0638 -0.1263 0.7527
H -2.3878 -0.5857 3.1832
H -1.6923 -2.5043 6.2919
H -2.1789 -2.8117 4.6636
H -2.7688 -1.3314 5.4745
H 0.8027 -1.2084 6.4517
H -0.6323 -0.2460 6.7995
H 0.5472 0.3121 5.6537
H 2.1764 -0.8854 1.3470
H -1.4995 -3.8276 -1.1099
H -0.9584 -2.7935 0.1759
H -2.7097 -2.9324 -0.2220
H -2.5059 -2.6757 -3.3154
H -1.8408 -0.5232 -4.5460
```



[4]
Below is C17H20ClN5 as an isolated structure, with properties calculated with the ωB97M-V functional and the def2-TZVPD basis.

Output
HOMO-LUMO gap: 7.82 eV
total energy: -37910.5181 eV
E_LUMO: -0.0032 Eh
relative energy (zero: lowest compared OMol25 entry of this formula, charge and spin): 396.60 kcal/mol
HOMO level: -0.29067 Eh
net charge: 0

Structure (XYZ):
```
43
C17H20ClN5 | OMol25 | the ωB97M-V functional and the def2-TZVPD basis
C -5.0990 -1.3566 -1.1379
H -4.6989 -0.9878 -2.2004
H -5.3734 -2.2751 -1.3836
H -5.9006 -0.7672 -0.8658
C -3.9495 -1.5420 -0.4002
C -4.4436 -2.1152 1.1162
H -4.8242 -3.1705 1.0534
H -3.5719 -2.0477 1.6343
H -5.2482 -1.4430 1.4386
C -3.4201 0.0045 0.0212
C -2.8654 0.9118 -1.1712
N -2.2927 2.0674 -0.9636
C -0.9991 1.9520 -0.3245
N -0.6992 3.4840 0.1495
C 0.4204 3.6453 0.5819
N 1.3091 2.7884 1.1824
C 1.1213 1.3935 0.7960
N 1.8014 0.4126 1.0644
N 1.3268 -0.5417 0.4978
C 0.0430 -0.2483 0.1620
C -0.1508 1.1035 0.0222
H -0.6984 -0.9562 -0.1882
C 3.1499 0.5511 1.6192
C 4.0739 -0.1702 0.8025
C 4.4653 0.5308 -0.8354
C 5.4362 -0.2326 -1.4734
C 5.9305 -1.6537 -1.1209
C 5.6370 -1.9016 0.0575
C 4.6336 -1.4780 1.0614
H 4.4916 -1.9484 1.9602
H 6.0483 -2.9014 0.3097
H 6.5778 -1.9736 -1.9235
H 5.6219 0.2581 -2.3824
Cl 3.7469 1.7523 -1.0702
H 3.3938 1.4134 1.7559
H 3.1653 0.0898 2.5467
H 0.6336 4.7105 0.7696
H -2.7456 2.8312 -0.6515
H -3.5709 0.9497 -1.9460
H -2.1609 0.1779 -1.5142
H -4.2026 0.5992 0.5413
H -2.8539 0.0776 1.0680
H -3.2584 -1.9936 -0.6589
```



[5]
Below is one molecule with the formula C17H20ClN5O, with properties calculated with the ωB97M-V functional and the def2-TZVPD basis.

Output
HOMO-LUMO gap: 7.69 eV
structure (SMILES): O=C1CC[C@H](NC2=N[C@@H](C3CC3)NC(c3cccc(Cl)c3)=N2)CN1
total energy: -39971.2397 eV
E_LUMO: -0.0169 Eh
relative energy (zero: lowest compared OMol25 entry of this formula, charge and spin): 48.98 kcal/mol
HOMO level: -0.29941 Eh
net charge: 0

Structure (XYZ):
```
44
C17H20ClN5O | OMol25 | the ωB97M-V functional and the def2-TZVPD basis
O 4.4627 4.7244 0.1417
C 3.7068 3.7555 -0.0118
C 2.7319 3.7754 -1.1843
C 1.7942 2.5376 -1.3082
C 2.6323 1.2252 -1.1360
N 1.8908 -0.0861 -1.3096
C 0.7234 -0.5518 -0.8105
N 0.7154 -1.8062 -1.0421
C -0.4850 -2.5482 -0.6587
C -0.2628 -3.7695 0.3097
C 0.4462 -5.0945 -0.0804
C -1.0716 -5.1212 0.1924
N -1.5180 -1.7015 -0.1700
C -1.2826 -0.3429 0.0705
C -2.4230 0.3534 0.7859
C -2.6707 1.7556 0.4542
C -3.7180 2.4941 1.0008
C -4.6374 1.8928 1.7310
C -4.6020 0.5296 2.0216
Cl -5.9552 -0.3153 3.0402
C -3.5405 -0.2494 1.5151
N -0.1526 0.2349 -0.2448
C 3.3395 1.2279 0.1741
N 4.0235 2.5036 0.3772
H 3.2869 3.9240 -2.0766
H 2.1245 4.6569 -1.1152
H 1.4333 2.5788 -2.2572
H 0.9654 2.5924 -0.5643
H 3.4903 1.2796 -1.8066
H 2.3272 -0.9399 -1.6981
H -0.7337 -3.1045 -1.5865
H -0.0457 -3.4505 1.3500
H 0.7640 -5.2326 -1.1607
H 1.1357 -5.7279 0.5856
H -1.8410 -5.2169 -0.5356
H -1.2649 -5.6183 1.1075
H -2.4912 -1.8113 -0.4735
H -1.9257 2.1572 -0.2789
H -3.8483 3.5355 0.6949
H -5.4167 2.4064 2.2731
H -3.5597 -1.3245 1.6803
H 3.9383 0.3472 0.3208
H 2.5672 1.1060 0.9587
H 4.9468 2.4192 0.7248
```